Density functional theory data (ωB97M-V/def2-TZVPD) for a cluster of 4 separate species, C37H67BrClF3IN2O10P in total.

Properties
Maximum force, eV Å⁻¹: 3.2
Calculated total energy, a.u.: -6284.7086
E_HOMO, eV: -8.45
HOMO-LUMO gap, eV: 8.612
Net charge: 0

Cartesian coordinates (Å):
C: 5.94552 -2.24979 5.46753
H: -0.15997 4.44342 -6.04497
C: 4.06793 0.07440 1.95967
O: -3.32150 1.42621 0.37041
C: -1.14023 3.96757 -1.52579
C: -0.79995 1.63392 -2.47746
H: -2.17117 3.65165 -1.68405
H: 6.19035 -3.19376 4.97972
H: -8.14135 1.58848 -1.80164
H: -0.47539 3.25509 -8.57823
H: -1.87292 1.72342 -2.63689
C: -2.15734 -1.00485 0.96694
H: -0.98702 -4.00063 2.95505
H: -5.21833 0.70627 -2.71649
H: 3.23920 -1.66686 0.16959
H: 5.96460 -0.02403 7.10194
H: -1.61940 1.52192 -7.38269
H: 6.60542 -2.34122 7.55206
H: -3.32609 -0.78708 -2.94291
H: 7.90877 -2.25056 6.36306
H: -0.71733 -0.46958 -2.83259
H: 2.95271 3.18304 1.24943
H: -3.20715 -1.22212 0.79370
P: -2.08618 0.87635 1.30518
C: 6.75121 -0.08657 5.09338
H: 5.23720 5.57463 -1.29507
H: 2.86380 -3.06579 1.13246
H: -6.01005 0.57049 0.13932
C: 6.90100 -1.90262 6.60049
H: -6.60210 -0.36175 -2.47839
H: 5.14592 0.20348 1.93744
H: 3.71852 5.36330 0.61114
C: -7.81835 1.15119 -0.85731
H: 2.81051 2.65058 -0.43762
H: 3.59183 0.47426 1.06849
H: 3.30686 -1.51565 3.20428
H: 7.74038 -0.03313 4.62604
O: -2.07472 -3.93490 0.72471
H: 0.79750 -3.29672 1.52131
H: 6.23905 4.12770 0.36975
H: 0.01854 2.37281 -0.55916
O: -0.55636 2.43392 -5.86312
C: -8.54994 -0.18278 -0.63352
O: 0.85545 -2.37129 -3.37585
H: -0.89374 4.65698 -2.33096
C: -1.32713 -1.37268 -0.32613
H: -5.81309 1.97680 -0.90855
C: 0.73724 -3.42085 4.19269
H: -7.52135 -0.71095 1.63605
F: 0.13241 -5.41185 5.35572
H: 1.26767 -1.69807 -1.15701
C: 3.51904 4.69573 -0.22998
H: -7.85041 -1.02328 -0.66377
C: -0.22045 2.72777 -1.56069
H: -1.07831 4.46678 -0.56054
C: 0.39140 3.50005 -5.96867
C: 0.41313 -2.30583 1.27643
H: 6.21755 0.84042 4.87977
H: -1.95838 -2.32152 -2.20891
H: -0.34004 1.77274 -3.46064
C: 3.70122 -1.40535 2.19554
H: 0.63188 1.91626 -8.89689
O: -9.23697 -0.19008 0.61741
C: -4.81148 -0.99793 -1.48536
C: -5.76351 0.12042 -1.97658
H: 4.61764 -1.99766 2.16471
N: -0.72201 -0.10738 -0.67676
C: -0.58370 1.69650 -7.09025
H: 0.71660 0.23201 -2.16142
O: 4.73102 2.73210 0.29843
C: -0.57818 -3.12346 3.45414
H: -8.66824 -2.04778 1.38734
O: -0.23913 -4.83520 -0.09380
N: -0.32801 -2.48274 -0.03844
H: 1.58295 -3.12158 3.57432
H: 1.61272 4.14335 -7.66721
H: 2.03787 2.56292 -7.00199
C: -6.29561 1.00253 -0.81924
C: 6.85911 -0.37727 6.58399
Br: -0.63631 -4.55176 -3.06102
H: -4.95834 -1.24709 -0.43394
H: -1.30902 -2.82585 4.20785
H: 2.62029 5.04592 -0.73577
F: 0.75569 -5.60870 3.25316
H: 4.46614 4.20822 -2.10754
H: 0.79427 -2.96468 5.17450
H: 6.27381 3.04890 -1.03792
H: 4.91044 -2.30145 5.82343
H: -3.02354 0.26984 -1.61169
H: 1.49549 -3.32981 -0.70717
C: 4.74615 4.61634 -1.13350
C: 0.18652 2.52297 -8.11033
C: -8.58281 -0.97591 1.59262
H: -8.09607 1.79316 -0.02091
H: 0.70868 3.06032 -2.03077
C: -0.37583 0.22219 -2.06747
C: 1.20618 3.23444 -7.22678
H: 0.07882 0.10343 -0.09300
H: -3.04403 -2.57122 -0.86563
I: 0.40289 -0.27585 3.65206
C: 0.73605 -2.64202 -1.06836
O: -1.84380 -1.65494 2.18930
H: -9.31400 -0.34534 -1.39408
C: 3.40134 3.25884 0.25815
H: -9.03248 -0.77150 2.56130
C: -3.34675 -0.73693 -1.85108
C: 0.40276 -3.02132 -2.50828
H: 7.72631 0.09269 7.04498
Cl: -2.99968 0.90524 3.20466
H: 3.72448 0.65464 2.81684
H: -3.81799 2.05904 0.90755
C: -0.99226 -3.92239 0.18525
H: 1.00408 3.52925 -5.06557
C: 2.79763 -1.97299 1.12499
C: -2.38745 -1.84404 -1.33044
C: 0.92336 -4.91016 4.39416
C: -0.53994 -1.93256 2.48618
H: -0.10293 0.72750 -6.91893
C: 5.62034 3.62268 -0.37993
O: 6.04088 -1.18529 4.51595
O: 1.47337 -1.43750 1.16045
F: 2.21104 -5.15026 4.77827
H: -5.08283 -1.90029 -2.04368

Cartesian forces (eV/Å) of the 6 atoms listed first:
C -0.1498 0.0472 0.0294
H 0.0671 0.0411 0.0066
C -0.2725 -0.3175 0.7784
O -0.1740 -0.3156 0.2679
C 0.0468 -0.5453 0.2081
C 0.7706 -0.1968 -0.0800

Density functional theory data (ωB97M-V/def2-TZVPD) for a structure of composition C21H35FP2Pt.

Properties
Maximum force, eV Å⁻¹: 3.6
Relative energy (zero: lowest compared OMol25 entry of this formula, charge and spin), kJ/mol: 498.6
Calculated total energy, a.u.: -1722.0068
Spin multiplicity: 5
E_HOMO (spin up / spin down), eV: -12.52 / -14.17
HOMO-LUMO gap (spin up / spin down), eV: 7.022 / 5.980
Net charge: +2
Expectation value of S²: 6.08

Cartesian coordinates (Å):
C: 0.62337 -1.41813 -4.81955
C: -0.72205 -1.41936 -4.84496
H: 1.23675 -2.04061 -4.15428
C: -0.30584 2.07350 -0.61094
H: -2.39174 1.26347 -0.66718
H: -1.43728 2.02153 -4.46591
H: -0.68941 -4.47276 -3.83024
P: 0.29937 -3.05433 -2.06634
C: -0.35381 1.84457 2.07942
H: 2.47966 -0.94448 -5.69490
H: -2.97722 0.66283 -5.43211
H: 1.83549 1.49912 -0.54107
H: 2.09463 2.87364 -2.87028
C: 0.30589 1.31345 -5.53273
H: 2.62917 -3.97440 -1.93031
H: 0.88364 2.18825 -5.24683
C: -1.00550 1.37118 -5.24388
C: -2.00481 0.45997 -5.92937
H: -1.11684 -1.23024 -6.99943
H: 0.49221 -1.28983 0.05007
H: -1.45569 -4.71593 -2.23992
H: 0.64815 5.19937 -0.20461
C: -1.55979 -0.98738 -6.02870
H: 2.00607 1.03608 -6.63519
C: 0.67615 1.23148 -3.04245
C: -1.57951 1.75345 1.36876
C: 0.97819 2.73388 -2.96838
P: -0.11166 3.46062 -1.70037
H: 2.12056 -4.04521 -3.63727
C: -1.85003 3.79458 -2.05260
C: 2.04105 -3.45157 -2.66776
H: 2.00640 4.57382 -1.31174
H: -1.11212 -1.94889 -0.04955
C: -1.56532 1.65685 -0.03188
H: -2.47112 -1.57784 -5.97039
H: 1.78543 2.12451 1.99988
H: 0.23578 -3.07528 -0.07942
H: -1.76379 -3.29948 -3.05276
H: -1.26848 -1.97724 -4.08004
C: 0.88522 1.92023 1.42765
C: -0.11021 -2.05505 -0.44992
H: 1.57444 0.72903 -3.47177
C: 0.93723 1.78812 0.02780
C: 0.93744 4.88083 -1.26990
H: -2.10938 0.81648 -6.96294
H: 0.70114 3.40890 -3.85148
H: -2.52584 2.93640 -2.19294
H: 2.52055 -2.47104 -2.82996
F: -0.43742 2.35251 3.36943
C: 1.41385 -0.90651 -5.98715
H: -2.21775 4.28327 -1.11820
H: -2.53170 1.81479 1.89904
H: 1.22863 -1.57466 -6.86128
Pt: -0.09030 -0.78671 -2.83351
C: -0.97028 -4.01795 -2.87579
H: -0.45031 0.88689 -3.31958
H: 0.67187 5.63812 -2.05517
C: 1.05196 0.48318 -6.53450
H: 0.72423 0.49592 -7.61164
H: -1.95704 4.49729 -2.90210

Cartesian forces (eV/Å) of the 6 atoms listed first:
C 1.2269 -1.1779 -1.6160
C -0.9359 -1.3598 -0.9718
H -0.5282 0.0922 -0.8505
C 0.1054 0.4296 -0.5918
H 0.4592 0.6416 0.8412
H 0.4559 0.1730 -0.6808

Density functional theory data (ωB97M-V/def2-TZVPD) for a structure of composition C44H62AgN4O2Se2.

Properties
Maximum force, eV Å⁻¹: 1.0
Calculated total energy, a.u.: -7033.1261
E_HOMO, eV: -3.87
HOMO-LUMO gap, eV: 5.856
Net charge: -1

Cartesian coordinates (Å):
C: -0.57360 -1.45530 3.41700
H: -0.68200 7.36110 0.52160
C: -3.98720 7.28480 1.46830
C: -1.37140 4.72530 0.31510
C: 3.00300 0.37400 0.47700
H: 4.41660 -3.11800 1.91450
C: 5.76240 -0.94960 2.88790
C: -2.12290 -3.02010 -0.40880
C: 3.94790 2.44400 -0.43910
H: -2.19890 6.70750 -1.41440
C: 6.83160 3.00650 -1.32070
H: 0.67790 -2.85510 -1.58530
Se: 0.96540 -4.21350 3.02300
H: -1.41570 -0.59670 -2.25280
C: -1.55650 7.61910 1.11130
H: -3.23490 8.08120 -1.00700
H: 3.50110 -6.02330 -0.91630
Se: -1.07460 -3.21050 2.79610
C: 1.22090 -3.53300 -0.93690
H: 0.76890 1.17630 2.10030
H: 1.91620 2.49430 -1.98120
C: -2.99380 3.15080 1.92030
H: -0.44860 0.47340 6.15910
C: 7.41580 3.09640 1.08400
C: -3.27210 4.48540 1.69250
H: 3.45460 -1.88400 3.87280
H: 6.06520 1.11890 1.76330
C: -2.77290 6.78820 0.67730
C: 4.41470 -0.96060 2.15300
H: 8.19700 3.82840 0.87350
C: -3.94720 2.32930 2.79500
H: -4.71390 3.95910 4.03000
H: 5.85610 -1.86630 3.46960
H: 2.35090 -4.47310 -2.49800
H: 5.03670 4.97160 -0.53900
C: 2.77890 -5.30030 -0.55720
H: 7.67200 3.66850 -1.53170
C: 5.81750 4.74600 0.18080
H: 1.09540 3.13470 0.63960
H: 1.80720 0.72450 -1.94260
C: -0.55820 1.27230 -1.60160
C: 2.93420 1.51530 -0.36660
O: -1.53790 1.30590 1.49960
H: 3.43590 -2.24570 0.72610
H: -3.06140 -3.46110 -0.04540
H: -2.74830 2.44370 4.59780
H: -5.00880 1.61430 1.04160
H: -4.15620 4.91160 2.13330
H: 3.82660 3.26560 -1.13440
O: 2.06550 -0.51790 0.48220
C: 4.19440 0.25940 1.26120
H: 0.35200 -0.56520 -2.31540
N: -2.00210 -1.70880 0.18270
H: 5.43390 4.95700 1.17740
H: -0.41920 1.77370 -2.58670
C: 2.13950 -4.43720 -1.44040
H: 2.34890 -1.13530 2.71190
H: -0.72660 5.32220 -0.32080
C: -3.17390 1.68290 3.94660
H: -1.32540 7.42430 2.15650
H: -1.75290 8.68420 0.98780
H: -3.80310 0.50120 1.70170
H: -2.94080 0.13680 -0.07210
C: 2.47070 -5.22730 0.78580
C: -2.47970 5.31210 0.90680
C: -3.12120 -0.91570 -0.26960
H: 5.19730 -2.23480 0.58550
H: -4.13000 8.35110 1.28910
H: 3.29240 -0.11970 3.80840
C: 5.10690 2.32670 0.31510
C: -4.57570 1.21300 1.95620
H: -3.84440 7.13410 2.53670
H: -1.30530 -3.66910 -0.10170
C: 0.30140 3.00850 -0.11150
C: -1.83300 2.54380 1.31960
H: -5.35870 0.70230 2.51700
C: -0.73570 -1.11940 4.74820
C: -1.02300 3.40260 0.51080
H: -1.52200 1.59250 -1.19610
H: -2.17830 -3.01360 -1.51290
C: 0.14640 1.02110 4.16890
H: -3.91570 6.45180 -1.12820
C: 0.27750 0.57940 2.85150
H: 7.17490 1.97450 -1.38090
H: 2.92290 -5.88390 1.51400
C: 6.26920 3.28250 0.08450
H: -3.82900 1.03910 4.53280
C: 4.36460 -2.22670 1.28760
H: 0.50840 3.75290 -0.91020
C: 3.30740 -1.03010 3.20930
H: -2.37420 1.08360 3.53170
Ag: -0.20380 -0.69990 0.26480
H: 6.06900 3.15370 -2.08180
C: -5.09160 3.14670 3.41110
H: 5.83390 -0.10460 3.57040
N: -0.04630 -0.66790 2.50960
H: 0.42900 2.03050 4.42020
N: 0.47650 1.67160 -0.66030
H: 6.66140 5.40890 -0.01400
H: -4.89250 6.76700 1.15830
H: -5.68750 2.48860 4.04550
H: 7.07110 3.24510 2.10570
C: 5.18170 1.22580 1.15890
H: -5.74800 3.55580 2.64480
C: -3.04640 7.02530 -0.81400
C: 1.77780 1.61700 -1.31310
N: 0.92150 -3.46130 0.35220
H: 6.59500 -0.90870 2.18860
H: -1.13950 -1.83810 5.44620
H: 7.85290 2.10410 0.99620
C: -0.35270 0.16230 5.12810
C: 1.52380 -4.28510 1.18260
H: -4.02640 -1.22690 0.26860
C: -0.52100 -0.24160 -1.73690
H: -3.33510 -1.05050 -1.34410

Cartesian forces (eV/Å) of the 6 atoms listed first:
C -0.1340 -0.6936 0.0162
H 0.1499 -0.0010 -0.0566
C 0.1954 -0.1077 -0.1285
C -0.1400 0.0875 0.1022
C 0.3327 0.4268 -0.0589
H 0.0731 -0.1145 0.0697

Density functional theory data (ωB97M-V/def2-TZVPD) for a cluster of 8 separate species, C37H39Cl2F5O2 in total.

Properties
Maximum force, eV Å⁻¹: 2.5
Relative energy (zero: lowest compared OMol25 entry of this formula, charge and spin), kJ/mol: 96.4
Calculated total energy, a.u.: -3003.4284
E_HOMO, eV: -9.03
HOMO-LUMO gap, eV: 9.636
Net charge: 0

Cartesian coordinates (Å):
C: 17.37963 -18.42398 -21.71544
H: 18.96026 -17.22511 -25.73527
H: 21.93266 -12.27008 -28.27090
H: 19.81593 -22.86049 -25.95178
F: 15.58019 -19.36498 -25.21659
C: 20.69032 -25.37826 -24.71312
H: 24.89518 -17.64758 -31.58086
O: 19.15655 -20.25799 -24.60005
H: 22.48376 -18.85481 -20.60298
H: 22.81654 -16.30897 -30.94756
C: 24.39301 -17.77311 -30.63299
H: 17.64319 -16.42922 -22.53367
H: 20.50232 -17.53914 -23.74494
H: 17.58691 -22.41278 -24.92278
H: 21.67849 -18.75263 -24.29596
C: 24.29216 -18.86296 -28.49376
H: 15.88774 -22.39321 -25.36391
H: 20.56834 -21.94985 -24.71565
H: 16.51666 -17.09597 -24.68898
C: 23.81482 -15.30540 -19.98945
F: 22.36101 -18.55478 -27.13871
F: 18.25557 -14.87724 -25.63785
H: 18.11502 -12.35951 -26.32457
C: 24.26005 -16.40011 -19.20853
H: 19.54736 -13.71892 -20.94363
C: 16.72089 -17.80865 -23.90364
C: 16.22527 -19.10213 -24.06741
C: 19.21967 -14.18942 -26.29939
C: 19.86610 -13.01989 -21.70269
C: 19.61341 -19.13563 -24.81434
C: 20.71211 -22.83745 -25.33177
H: 19.81587 -11.08606 -27.64144
C: 22.53589 -16.81791 -21.31094
H: 25.92298 -19.15713 -29.91795
Cl: 17.10618 -21.38131 -27.03560
H: 16.82977 -20.44008 -21.03728
C: 16.90555 -19.72355 -21.84180
H: 21.06927 -10.37783 -24.28220
H: 21.86362 -16.99301 -22.13786
C: 22.63902 -17.24428 -29.10062
C: 20.66602 -18.60225 -23.92125
F: 24.22084 -14.04103 -19.71781
C: 21.29957 -14.13721 -27.44428
C: 19.72782 -11.67392 -21.45803
H: 21.62693 -25.92671 -24.81351
C: 16.27612 -20.05374 -23.03158
C: 23.27771 -17.04927 -30.31062
H: 20.14822 -25.88947 -23.91758
C: 21.15569 -12.79977 -27.73973
C: 20.87602 -12.46177 -23.80884
C: 19.15696 -18.25983 -26.01595
C: 22.92137 -17.87772 -20.46093
H: 21.58779 -22.65996 -25.95609
H: 18.27788 -18.54661 -26.59306
C: 20.89063 -23.96495 -24.35654
C: 16.89241 -22.56965 -25.74811
H: 20.62641 -15.90707 -26.50883
C: 19.02991 -12.83862 -26.64055
H: 19.96093 -18.24002 -26.75170
C: 20.68654 -11.13605 -23.61509
H: 15.71648 -20.96774 -23.16502
H: 22.21919 -14.59071 -27.78343
H: 24.65250 -19.67993 -27.88622
H: 19.38101 -11.36292 -20.48366
H: 17.83932 -18.08429 -20.79910
H: 20.25153 -25.46468 -25.70714
F: 20.62553 -14.69365 -23.15064
H: 21.73412 -16.68945 -28.90131
C: 23.10043 -18.21353 -28.22137
C: 17.25336 -17.42647 -22.67483
H: 20.66738 -19.15468 -22.98161
O: 21.07052 -23.64188 -23.18210
C: 23.78223 -17.66573 -19.40414
C: 20.12081 -10.72107 -22.39934
H: 24.00447 -18.46086 -18.70789
H: 21.29206 -12.74666 -24.76390
C: 24.97728 -18.67281 -29.72433
H: 24.96686 -16.18930 -18.41963
Cl: 16.93230 -24.21937 -26.34566
C: 20.43243 -13.41417 -22.86470
C: 20.01604 -12.11071 -27.36497
C: 20.37720 -14.87591 -26.71138
C: 23.06246 -15.54173 -21.10670
H: 20.03537 -9.68187 -22.11794
H: 22.86815 -14.71090 -21.76880

Cartesian forces (eV/Å) of the 6 atoms listed first:
C 0.5972 0.7815 1.1901
H 0.2624 -0.0440 0.3485
H 0.1072 -0.0954 -0.1314
H 0.1039 -0.5839 -0.2341
F -0.0232 -0.3102 0.0487
C 0.2724 -0.9936 -0.8304